# 1
A cluster of 2 separate species, C2H7N2S in total in a non-equilibrium geometry. Source: the Open Molecules 2025 dataset; level of theory: the ωB97M-V functional and the def2-TZVPD basis.

Properties
Orbital gap ... 9.3 eV
E_LUMO ... -4.99 eV
Total energy ... -587.72394 a.u.
E_HOMO ... -14.288 eV
Total charge ... +1

Bonds (Å) are listed after each position.
Geometry (Å):
1 C -0.17 0.22 0.22  C2 1.425, N4 1.268
2 C 0.80 -0.58 -0.46  C1 1.425, S5 1.889, H6 1.107, H7 1.149
3 N -0.55 1.98 -0.74  H8 1.054, H9 0.999
4 N -0.83 -0.04 1.27  C1 1.268, H10 0.959, H11 1.084
5 S 1.20 -2.15 0.51  C2 1.889, H12 1.411
6 H 0.69 -0.84 -1.53  C2 1.107
7 H 1.76 0.05 -0.46  C2 1.149
8 H -1.05 1.65 -1.62  N3 1.054
9 H 0.38 2.13 -1.09  N3 0.999
10 H -0.61 -0.83 1.77  N4 0.959
11 H -1.43 0.79 1.61  N4 1.084
12 H -0.19 -2.38 0.52  S5 1.411

Mulliken population analysis, charges in e, atoms 1 to 5:
1. C 0.6310
2. C -0.6792
3. N -0.5645
4. N -0.2381
5. S -0.1504


# 2
A cluster of 2 separate species, C2H7N2S in total in a non-equilibrium geometry. Source: the Open Molecules 2025 dataset; level of theory: the ωB97M-V functional and the def2-TZVPD basis.

Properties
Orbital gap (alpha / beta) ... 6.7 / 7.3 eV
E_LUMO (alpha / beta) ... -5.14 / -6.49 eV
Total energy ... -587.65494 a.u.
E_HOMO (alpha / beta) ... -11.860 / -13.819 eV
Total charge ... +1
2S+1 ... 3

Bonds (Å) are listed after each position.
Geometry (Å):
1 C 1.78 0.66 -0.31  N4 1.264, H6 0.998
2 C -2.17 -0.61 0.64  S5 1.806, H7 1.061, H8 1.093, H9 1.114
3 N 0.34 -1.18 0.44  S5 1.580, H10 1.059
4 N 1.44 1.39 -1.28  C1 1.264, H11 1.076, H12 1.047
5 S -0.70 -0.99 1.61  C2 1.806, N3 1.580
6 H 2.64 0.46 0.16  C1 0.998
7 H -2.87 -0.15 1.29  C2 1.061
8 H -2.50 -1.55 0.17  C2 1.093
9 H -1.80 0.17 -0.06  C2 1.114
10 H 1.29 -1.57 0.71  N3 1.059
11 H 2.13 2.00 -1.83  N4 1.076
12 H 0.43 1.36 -1.55  N4 1.047

Mulliken population analysis, charges in e, atoms 1 to 5:
1. C 0.0577
2. C -0.6196
3. N -0.5542
4. N -0.2326
5. S 0.2429


# 3
The molecule C2H7N3 in a non-equilibrium geometry. Source: the Open Molecules 2025 dataset; level of theory: the ωB97M-V functional and the def2-TZVPD basis.

Properties
Structure (SMILES) ... [H]/N=C/NNC
Orbital gap ... 10.4 eV
E_LUMO ... 1.00 eV
Total energy ... -244.59753 a.u.
E_HOMO ... -9.382 eV

Bonds (Å) are listed after each position.
Geometry (Å):
1 C 0.99 -0.73 1.34  H3 1.150, H4 1.072, H5 1.192, N10 1.440
2 C -0.53 0.41 -1.28  H8 1.177, N11 1.387, N12 1.289
3 H 0.84 -1.06 2.43  C1 1.150
4 H 1.83 -0.07 1.29  C1 1.072
5 H 1.33 -1.72 0.76  C1 1.192
6 H -1.03 -0.53 1.00  N10 0.965
7 H -0.65 1.72 0.18  N11 1.040
8 H -0.14 -0.65 -1.61  C2 1.177
9 H -1.21 0.58 -2.95  N12 1.020
10 N -0.22 -0.01 1.03  C1 1.440, H6 0.965, N11 1.417
11 N -0.08 0.88 -0.06  C2 1.387, H7 1.040, N10 1.417
12 N -1.12 1.18 -2.13  C2 1.289, H9 1.020

Mulliken population analysis, charges in e, atoms 1 to 5:
1. C -0.6513
2. C 0.0477
3. H 0.2694
4. H 0.2864
5. H 0.2125


# 4
A cluster of 2 separate species, C2H7N3 in total in a non-equilibrium geometry. Source: the Open Molecules 2025 dataset; level of theory: the ωB97M-V functional and the def2-TZVPD basis.

Properties
Orbital gap ... 9.9 eV
E_LUMO ... 0.39 eV
Total energy ... -244.55594 a.u.
E_HOMO ... -9.467 eV

Bonds (Å) are listed after each position.
Geometry (Å):
1 C 0.68 -0.67 -1.43  C2 1.470, H3 1.124, H4 1.155, H5 1.083
2 C -0.15 -0.31 -0.27  C1 1.470, N10 1.277, N11 1.355
3 H 1.47 0.07 -1.73  C1 1.124
4 H 1.20 -1.70 -1.33  C1 1.155
5 H -0.03 -0.72 -2.24  C1 1.083
6 H -1.79 -0.53 0.75  N10 1.055
7 H 1.67 0.67 0.83  no bonds
8 H -1.20 1.61 1.31  N12 1.007
9 H -0.57 0.51 2.35  N12 1.082
10 N -1.30 -0.86 -0.13  C2 1.277, H6 1.055
11 N 0.35 0.77 0.37  C2 1.355, N12 1.386
12 N -0.33 1.15 1.52  H8 1.007, H9 1.082, N11 1.386

Mulliken population analysis, charges in e, atoms 1 to 5:
1. C -0.8296
2. C 0.5159
3. H 0.3037
4. H 0.2103
5. H 0.2522


The evaluated ΔE to the lowest compared entry with this formula, charge and spin for the records listed, in turn: 3.9745, 1.9066, 2.1181, 3.2498 eV.